{"formula": "C48H61O4ReS3Si3", "method": "wB97M-V/def2-TZVPD", "spin_multiplicity": 2, "s2": 0.76, "homo_energy_ev": [-14.8467, -14.8467], "total_charge": 3, "symbols": ["Re", "C", "C", "C", "C", "C", "C", "C", "S", "O", "C", "C", "C", "C", "C", "C", "C", "C", "C", "C", "C", "C", "C", "C", "C", "C", "C", "C", "C", "C", "S", "O", "C", "C", "C", "C", "C", "C", "C", "H", "H", "H", "H", "H", "H", "H", "H", "H", "H", "H", "H", "H", "H", "H", "H", "H", "H", "H", "H", "H", "H", "H", "H", "H", "H", "C", "O", "Si", "C", "C", "C", "Si", "C", "C", "C", "Si", "C", "C", "C", "H", "H", "H", "H", "H", "H", "H", "H", "H", "H", "H", "H", "H", "H", "H", "H", "H", "H", "H", "H", "H", "H", "H", "H", "H", "H", "H", "O", "S", "C", "C", "C", "C", "H", "H", "H", "H", "H", "H", "H", "H"], "coordinates": [[-0.20020, 0.54489, -1.07572], [7.33075, -1.05865, -1.96714], [5.90255, -0.98344, -1.52119], [5.22283, -2.13675, -1.12118], [3.89876, -2.09476, -0.72740], [3.24803, -0.86615, -0.72531], [3.88719, 0.29800, -1.12095], [5.21277, 0.22990, -1.51789], [1.56492, -0.92918, -0.16858], [1.07533, -2.29615, -0.32391], [1.69265, -0.51411, 1.56865], [2.45330, 0.63142, 1.90239], [2.57064, 1.00320, 3.20624], [1.92717, 0.26534, 4.23101], [2.04192, 0.65169, 5.58601], [1.40414, -0.05565, 6.56452], [0.61770, -1.17726, 6.22872], [0.49567, -1.58183, 4.92933], [1.15780, -0.87865, 3.88970], [1.05621, -1.28072, 2.51861], [0.20680, -2.47456, 2.20629], [0.66001, -3.78330, 2.51807], [1.95558, -4.02698, 3.03672], [2.35827, -5.30183, 3.31401], [1.49053, -6.39108, 3.08994], [0.23768, -6.18608, 2.58414], [-0.20850, -4.88093, 2.27881], [-1.50412, -4.66227, 1.73642], [-1.93260, -3.40946, 1.43027], [-1.06009, -2.32554, 1.67750], [-1.46556, -0.70860, 1.18006], [-1.67630, -0.72309, -0.37639], [-3.08049, -0.38273, 1.82394], [-4.15379, -0.13174, 0.98728], [-5.39088, 0.13890, 1.55925], [-5.56195, 0.15934, 2.94184], [-6.90321, 0.42445, 3.55780], [-4.45172, -0.09478, 3.75552], [-3.21133, -0.36636, 3.21025], [7.89767, -1.75358, -1.34942], [7.81369, -0.08443, -1.92953], [7.38397, -1.42051, -2.99602], [5.74150, -3.08711, -1.12209], [3.37387, -2.99628, -0.44013], [3.36155, 1.23701, -1.14469], [5.72466, 1.13184, -1.83044], [2.98838, 1.17504, 1.13644], [3.18075, 1.85602, 3.47744], [2.64915, 1.51286, 5.83449], [1.50117, 0.23841, 7.60076], [0.11475, -1.72785, 7.01237], [-0.09952, -2.45415, 4.69605], [2.62700, -3.19633, 3.21570], [3.34781, -5.48310, 3.71119], [1.82406, -7.39351, 3.32154], [-0.42815, -7.02090, 2.40774], [-2.14731, -5.51617, 1.56688], [-2.91447, -3.23475, 1.00961], [-4.03068, -0.16378, -0.08706], [-6.24407, 0.31586, 0.91629], [-7.66418, 0.60294, 2.80146], [-6.86379, 1.29088, 4.21925], [-7.21786, -0.42676, 4.16274], [-4.57028, -0.09155, 4.83192], [-2.36286, -0.57666, 3.85325], [1.81310, 3.17867, -0.61595], [1.31275, 2.10840, -1.43208], [1.15578, 2.17576, -3.16351], [2.80016, 1.82223, -3.94110], [0.67229, 3.90830, -3.62162], [-0.13600, 0.79186, -3.03500], [-1.95103, 1.32662, -3.68012], [-1.85301, 1.64097, -5.51483], [-2.50340, 2.91364, -2.81723], [-3.25111, 0.06783, -3.21703], [0.30533, -0.82976, -4.18576], [0.62258, -0.11945, -5.89048], [-1.05401, -2.09963, -4.16013], [1.85951, -1.71129, -3.64734], [2.89534, 3.25608, -0.73817], [1.59844, 2.95485, 0.42856], [1.35680, 4.12503, -0.90500], [3.56974, 2.37059, -3.38858], [2.81732, 2.21759, -4.95909], [3.08900, 0.77460, -3.97761], [1.58555, 4.50936, -3.66021], [-0.01935, 4.39790, -2.94049], [0.23538, 3.94969, -4.62221], [-0.91512, 2.08285, -5.85091], [-2.65203, 2.34573, -5.75823], [-2.02972, 0.73818, -6.09943], [-1.72071, 3.54323, -2.39962], [-3.21394, 2.65500, -2.02963], [-3.04163, 3.52587, -3.54447], [-3.37517, -0.73127, -3.94309], [-4.20364, 0.60277, -3.16101], [-3.07306, -0.38878, -2.24180], [-0.25588, -0.16083, -6.53148], [1.39185, -0.74735, -6.34717], [0.99858, 0.90220, -5.90790], [-1.87070, -1.89841, -4.85208], [-1.46656, -2.26303, -3.16345], [-0.59052, -3.03948, -4.47338], [2.71960, -1.08429, -3.41637], [2.14282, -2.32959, -4.50516], [1.67830, -2.39027, -2.81681], [-1.33896, 1.82770, -0.08948], [-1.33738, 3.37370, 0.23777], [-3.10067, 3.67660, 0.54938], [-3.16973, 4.24404, 1.96456], [-2.19537, 3.40875, 2.78784], [-0.88690, 3.41051, 2.00007], [-3.56006, 2.68731, 0.48613], [-3.48306, 4.32353, -0.23753], [-4.19346, 4.18297, 2.33165], [-2.88375, 5.29770, 1.97012], [-2.56858, 2.38657, 2.89168], [-2.03585, 3.81538, 3.78504], [-0.22493, 2.55998, 2.17451], [-0.32014, 4.33492, 2.13185]]}